12
Properties=species:S:1:pos:R:3 method="wB97M-V/def2-TZVPD" energy_ev=-6760.7358 gap_ha=0.4315 charge=+1 e_above_lowest_kcal_mol=102.4 lumo_ev=-4.540
C -2.51 0.07 -2.12
C 1.03 -0.36 -0.26
C 0.82 0.88 0.53
C 0.27 -0.69 1.03
C -0.26 0.52 1.18
N -1.60 0.08 -1.41
H -3.28 0.05 -2.77
H 0.11 -0.45 -0.87
H 2.00 -0.80 -0.49
H 1.67 1.66 0.52
H 0.45 -1.49 1.82
H -1.08 0.75 1.83